## A
# C6H6N2O

C6H6N2O in the gas phase (the ωB97M-V functional and the def2-TZVPD basis, OMol25).

The geometry in ORCA input format:
```
! RIJCOSX wB97M-V def2-TZVPD def2/J DEFGRID3
* xyz 0 1
N -2.210 0.018 0.861
C -1.229 0.174 -0.202
C -0.541 -1.057 -0.665
C 0.700 -1.455 -0.322
O 1.843 -0.827 0.067
C 2.107 0.526 0.296
C 1.271 1.546 0.169
C -0.109 1.232 -0.154
N -1.024 1.406 -1.011
H -3.124 0.189 0.432
H -2.249 -0.854 1.353
H -1.223 -1.800 -1.181
H 1.094 -2.412 -0.577
H 3.072 0.807 0.545
H 1.622 2.508 0.388
*
```

Computed properties:
- HOMO level (Eh) = -0.301
- frontier orbital gap (eV) = 8.77
- SMILES string = N[C@]12C=COC=CC1=N2

## B
# C6H6N2O

C6H6N2O in the gas phase (the ωB97M-V functional and the def2-TZVPD basis, OMol25).

The geometry in ORCA input format:
```
! RIJCOSX wB97M-V def2-TZVPD def2/J DEFGRID3
* xyz 0 1
C -0.605 -1.314 1.666
N -0.641 0.061 1.161
C -0.756 1.074 2.246
N -0.767 1.907 3.030
C 0.126 0.461 0.071
C 0.680 1.657 -0.301
C 1.232 1.459 -1.559
C 1.094 0.097 -1.779
O 0.382 -0.459 -0.922
H -1.621 -1.665 1.982
H -0.187 -1.868 0.710
H 0.149 -1.254 2.454
H 0.831 2.532 0.344
H 1.741 2.286 -2.071
H 1.466 -0.548 -2.534
*
```

Computed properties:
- HOMO level (Eh) = -0.293
- frontier orbital gap (eV) = 8.72
- SMILES string = CN(C#N)c1ccco1

Among the structures above, stability is greatest for B.